# 1
Formula: C44H66O33
Source: the OMol25 dataset
Level of theory: ωB97M-V/def2-TZVPD

```
! wB97M-V def2-TZVPD RIJCOSX def2/J DEFGRID3
* xyz 0 1
C -14.34679 -6.48521 -14.39345
C -14.28104 -7.70014 -13.42410
C -13.86848 -7.31698 -12.00058
O -14.81489 -7.89461 -11.16185
C -15.75150 -8.48940 -11.91756
O -16.61114 -9.20882 -11.43531
O -15.53967 -8.18022 -13.20157
H -15.07072 -5.71279 -14.13386
H -14.69276 -6.85407 -15.35903
H -13.38048 -5.98966 -14.48710
H -13.68420 -8.52643 -13.81028
H -13.80373 -6.23151 -11.92535
H -12.84975 -7.67900 -11.86187
C -17.30690 -14.64087 -17.79863
C -18.44310 -14.80940 -16.76432
C -18.76098 -13.70768 -15.77197
O -20.15876 -13.60698 -15.72801
C -20.60110 -14.26121 -16.84427
O -21.78848 -14.31362 -17.18620
O -19.66551 -14.95349 -17.44139
H -17.23695 -15.52404 -18.43361
H -16.41451 -14.36438 -17.23712
H -17.56833 -13.88720 -18.54140
H -18.32989 -15.76829 -16.25853
H -18.28985 -12.75821 -16.02617
H -18.50433 -14.01717 -14.75883
C -27.63140 -17.26827 -15.36710
C -27.02429 -17.09444 -14.00287
C -27.25419 -15.78551 -13.38646
O -27.71699 -16.04991 -12.12185
C -28.01189 -17.35821 -12.01471
O -28.38461 -17.88208 -11.00011
O -27.57027 -17.99970 -13.10855
H -27.41307 -16.59224 -16.19379
H -28.69723 -17.13232 -15.18379
H -27.61492 -18.30360 -15.70758
H -25.94939 -17.27522 -14.00249
H -27.88249 -15.08744 -13.93967
H -26.28935 -15.28394 -13.31177
C -9.23300 -12.70505 -17.73097
C -8.24674 -13.21789 -18.79685
C -7.91253 -12.27272 -19.93997
O -6.47813 -12.32696 -19.93160
C -5.97922 -12.84668 -18.83105
O -4.81312 -12.90646 -18.52146
O -7.00171 -13.33852 -18.08482
H -9.49687 -13.52702 -17.06551
H -10.23745 -12.50049 -18.10155
H -8.89208 -11.86112 -17.13126
H -8.47358 -14.19906 -19.21392
H -8.29376 -11.26086 -19.80252
H -8.27009 -12.62610 -20.90712
C -21.94256 -17.75492 -24.11615
C -21.73749 -17.79842 -22.59980
C -22.86760 -18.42913 -21.89021
O -22.30254 -19.61490 -21.46527
C -21.02558 -19.63943 -21.56471
O -20.28455 -20.54541 -21.24383
O -20.65106 -18.66817 -22.33241
H -22.22348 -18.78771 -24.32234
H -21.01549 -17.65665 -24.68094
H -22.77636 -17.13414 -24.44406
H -21.44908 -16.82926 -22.19282
H -23.62505 -18.59837 -22.65553
H -23.26716 -17.87342 -21.04189
C -23.66154 -16.22606 -7.37056
C -22.97116 -15.60287 -8.55184
C -21.56334 -15.09990 -8.35561
O -20.85947 -15.69826 -9.42616
C -21.62455 -16.47856 -10.15985
O -21.21550 -16.97284 -11.23110
O -22.82655 -16.58026 -9.57916
H -24.61075 -16.64475 -7.70493
H -23.97991 -15.37176 -6.77313
H -23.08776 -16.87332 -6.70728
H -23.53108 -14.77629 -8.98929
H -21.15940 -15.38846 -7.38521
H -21.52361 -14.01877 -8.48852
C -14.99122 -20.63409 -25.37022
C -14.46802 -19.39721 -26.13313
C -15.46452 -18.84192 -27.14830
O -15.78187 -17.57844 -26.60430
C -15.16003 -17.34196 -25.43070
O -15.53398 -16.46311 -24.67401
O -14.30683 -18.32516 -25.23743
H -14.17821 -21.24419 -24.97666
H -15.59528 -21.12786 -26.13140
H -15.77909 -20.37149 -24.66424
H -13.61887 -19.73056 -26.72973
H -16.39485 -19.40964 -27.16504
H -14.99150 -18.77587 -28.12809
C -12.23729 -21.47373 -18.68344
C -13.00105 -20.32577 -18.04827
C -13.98851 -20.50550 -16.91446
O -13.63721 -19.73252 -15.85125
C -12.44036 -19.26156 -16.06282
O -11.81222 -18.62166 -15.12193
O -12.08389 -19.43309 -17.37486
H -12.90535 -22.17645 -19.18142
H -11.75975 -22.13757 -17.96277
H -11.50818 -21.11284 -19.40888
H -13.46805 -19.79181 -18.87585
H -13.93781 -21.51788 -16.51370
H -15.04728 -20.31681 -17.09202
C -22.02716 -6.76716 -10.14855
C -22.55988 -7.45512 -11.37078
C -22.84381 -8.97547 -11.14823
O -24.01002 -8.99564 -11.94535
C -24.43513 -7.82685 -12.25883
O -25.53362 -7.63384 -12.85193
O -23.78063 -6.98432 -11.57113
H -22.28706 -5.71067 -10.21479
H -20.94208 -6.68189 -10.09005
H -22.56740 -7.14318 -9.27973
H -21.89318 -7.34699 -12.22631
H -23.06309 -9.13625 -10.09269
H -21.93329 -9.52344 -11.39068
C -14.21523 -15.55010 -7.85454
C -13.71902 -15.43325 -9.33852
C -14.56642 -14.95211 -10.48599
O -13.88875 -13.91051 -11.17877
C -12.75762 -13.70244 -10.50980
O -11.93172 -12.85587 -10.72636
O -12.75034 -14.44491 -9.33515
H -15.08805 -14.91711 -7.69453
H -13.40064 -15.25605 -7.19266
H -14.48095 -16.55441 -7.52461
H -13.12396 -16.32048 -9.55491
H -15.47795 -14.52548 -10.06741
H -14.87699 -15.75035 -11.16012
C -24.03535 -10.51092 -21.72181
C -23.81471 -9.06659 -21.32191
C -24.59903 -8.70092 -20.12836
O -23.67709 -8.71855 -19.05542
C -22.44977 -8.84943 -19.51136
O -21.44478 -8.88682 -18.77608
O -22.53639 -9.02185 -20.81469
H -23.43788 -10.79734 -22.58731
H -25.07443 -10.84015 -21.72263
H -23.54531 -11.07828 -20.93058
H -23.94396 -8.36070 -22.14234
H -25.36913 -9.42182 -19.85389
H -25.06323 -7.71708 -20.19674
*
```

The largest force on an atom is 8.27 eV Å⁻¹. The orbital gap comes out at 0.385 Ha. For the energy above the lowest of the compared OMol25 structures with the same formula, charge and spin, the calculation gives 841.6 kJ/mol. The calculation puts the total energy at -114261.8837 eV. For the HOMO energy, the calculation gives -0.3829 Ha.

# 2
Formula: C23H31N5O3
Source: the OMol25 dataset
Level of theory: ωB97M-V/def2-TZVPD

```
! wB97M-V def2-TZVPD RIJCOSX def2/J DEFGRID3
* xyz 0 1
C -4.90310 -0.84101 -2.49076
C -5.14456 0.05073 -1.27905
C -5.94860 -0.63330 -0.17163
C -5.33207 -1.90096 0.42480
C -4.02257 -1.67687 1.18781
N -2.86427 -1.65822 0.32581
C -1.86437 -2.54863 0.42300
O -1.83212 -3.46449 1.21482
C -0.73113 -2.28821 -0.59073
N 0.06938 -1.13125 -0.20142
C -0.43762 0.12392 -0.51790
O -1.48841 0.25655 -1.13556
C 0.39557 1.17387 -0.03510
C 1.58889 0.92699 0.63085
N 2.17781 2.08877 0.99083
C 1.36096 3.02445 0.55485
N 0.27518 2.54411 -0.07520
C -0.84178 3.28191 -0.60345
C -1.80664 3.74596 0.50058
C -2.37198 2.55029 1.26205
C -2.93137 4.55941 -0.13298
N 2.02998 -0.33572 0.85536
C 3.33577 -0.56203 1.46542
C 4.41322 -0.53170 0.41270
C 5.01419 0.67112 0.06502
C 5.97644 0.70564 -0.92899
C 6.34084 -0.45889 -1.58393
C 5.73692 -1.65844 -1.24631
C 4.77443 -1.69597 -0.25250
C 1.29468 -1.41369 0.41262
O 1.68975 -2.54688 0.55051
H -4.28972 -1.69975 -2.23157
H -4.38707 -0.28272 -3.26831
H -5.84786 -1.20068 -2.89339
H -4.18794 0.40434 -0.89220
H -5.70418 0.93400 -1.59975
H -6.11127 0.08642 0.63545
H -6.92986 -0.89633 -0.57536
H -5.16369 -2.64451 -0.35431
H -6.05748 -2.32168 1.12423
H -3.86019 -2.49698 1.89175
H -4.07505 -0.73640 1.74883
H -2.78366 -0.92103 -0.36383
H -0.07328 -3.15796 -0.60380
H -1.15085 -2.09898 -1.58162
H 1.54725 4.07254 0.68038
H -1.37180 2.62314 -1.29500
H -0.46094 4.14938 -1.15039
H -1.25364 4.38370 1.20011
H -2.85897 1.86495 0.57251
H -1.58616 2.01111 1.78733
H -3.10259 2.88208 1.99558
H -3.61166 4.92242 0.63289
H -2.53486 5.41625 -0.67289
H -3.49507 3.94263 -0.82903
H 3.29849 -1.53769 1.95375
H 3.48611 0.23384 2.19658
H 4.71820 1.57715 0.57308
H 6.44362 1.64326 -1.19295
H 7.09361 -0.43108 -2.35820
H 6.01628 -2.56744 -1.75829
H 4.29274 -2.62655 0.00774
*
```

The largest force on an atom is 1.48 eV Å⁻¹. The orbital gap comes out at 0.335 Ha. For the energy above the lowest of the compared OMol25 structures with the same formula, charge and spin, the calculation gives 29.1 kJ/mol. The calculation puts the total energy at -37950.0804 eV. For the HOMO energy, the calculation gives -0.3166 Ha.

# 3
Formula: C3H5NO2Si
Source: the OMol25 dataset
Level of theory: ωB97M-V/def2-TZVPD

```
! wB97M-V def2-TZVPD RIJCOSX def2/J DEFGRID3
* xyz 0 1
O 1.42847 2.13355 0.21939
C 1.69980 0.96669 0.27849
N 1.03720 -0.02096 -0.35543
C 0.75419 -1.32071 -0.06232
O 1.28548 -2.29576 0.40802
C -0.26652 -0.55680 -0.68536
Si -1.73185 0.30160 0.28018
H 2.60690 0.41465 0.79802
H -0.38071 -0.83478 -1.77138
H -2.70089 0.80316 -0.76244
H -1.12622 1.26237 1.02646
H -2.60585 -0.85302 0.62637
*
```

The largest force on an atom is 5.10 eV Å⁻¹. The orbital gap comes out at 0.394 Ha. For the energy above the lowest of the compared OMol25 structures with the same formula, charge and spin, the calculation gives 452.0 kJ/mol. The calculation puts the total energy at -16651.4987 eV. For the HOMO energy, the calculation gives -0.3765 Ha.

# 4
Formula: C10H10BrCoNO3
Source: the OMol25 dataset
Level of theory: ωB97M-V/def2-TZVPD

```
! wB97M-V def2-TZVPD RIJCOSX def2/J DEFGRID3
* xyz -2 4
C -1.89478 -0.67767 0.28772
C -1.35845 -1.23260 1.53601
C -1.03952 -0.01514 2.45874
H -1.50586 -2.25448 1.87168
C -1.96216 1.01405 1.85654
C -2.37686 0.64449 0.61468
H -3.04637 1.22918 -0.01712
H -2.26691 -1.26383 -0.55465
H -1.06302 -0.10312 3.56083
H -2.30172 1.87731 2.42434
Co 0.20933 -0.83608 0.55194
Br 2.32379 -1.43844 0.09314
C 2.55002 0.65523 -2.84644
C 1.46088 1.46385 -3.29774
C 0.46459 0.59011 -3.84462
H 1.41439 2.54960 -3.27187
C 0.94756 -0.75253 -3.73455
C 2.23585 -0.70592 -3.12670
H 2.88551 -1.56223 -2.93805
H 3.47320 1.01581 -2.39282
H -0.47248 0.89742 -4.30146
H 0.44008 -1.64725 -4.08976
O 0.45145 -0.99103 5.80325
N 0.04856 0.09064 5.37062
O 0.09941 1.18699 5.93259
O 0.28353 0.26564 2.05374
*
```

The largest force on an atom is 3.79 eV Å⁻¹. The orbital gap (alpha / beta) comes out at 0.185 / 0.177 Ha. The calculation puts the total energy at -125827.9612 eV. For the HOMO energy (alpha / beta), the calculation gives -0.0204 / -0.0202 Ha.

# 5
Formula: C4H12
Source: the OMol25 dataset
Level of theory: ωB97M-V/def2-TZVPD

```
! wB97M-V def2-TZVPD RIJCOSX def2/J DEFGRID3
* xyz 1 2
C 1.37455 0.38358 2.52698
C -0.06918 0.30949 2.20602
H 1.61802 1.26281 3.16322
H 1.78870 -0.45355 3.08438
H 1.93642 0.57177 1.59271
H -0.59071 -0.26366 2.98357
H -0.50353 -0.07436 1.25078
H -0.56295 1.30194 2.09817
C -0.72713 -0.57411 -3.14581
C -0.50136 -0.20531 -1.70298
H 0.21864 -0.98404 -3.54716
H -1.52273 -1.30266 -3.14616
H -0.89840 0.32729 -3.73992
H -1.47538 0.06230 -1.26022
H 0.13214 0.63645 -1.41586
H -0.21711 -0.99793 -0.94772
*
```

The largest force on an atom is 1.93 eV Å⁻¹. The orbital gap (alpha / beta) comes out at 0.479 / 0.123 Ha. For the energy above the lowest of the compared OMol25 structures with the same formula, charge and spin, the calculation gives 71.4 kJ/mol. The calculation puts the total energy at -4330.4917 eV. For the HOMO energy (alpha / beta), the calculation gives -0.5902 / -0.5467 Ha.

# 6
Formula: C39H30Cl2O16S
Source: the OMol25 dataset
Level of theory: ωB97M-V/def2-TZVPD

```
! wB97M-V def2-TZVPD RIJCOSX def2/J DEFGRID3
* xyz 0 1
C 2.39436 0.18116 -0.74489
C 3.19063 -0.21005 0.52694
Cl 2.12514 -0.12224 2.00358
C 4.52230 0.55805 0.75589
Cl 5.46558 0.74657 -0.79476
O 4.41084 1.77980 1.47697
S 3.58327 2.94738 0.62839
O 2.14377 2.88688 0.97501
O 4.14407 4.32472 1.48223
O 3.91789 5.43812 0.67639
H 2.98761 0.67433 -1.53368
H 1.52126 0.81387 -0.49427
H 1.97309 -0.74472 -1.19086
H 3.44536 -1.28232 0.43727
H 5.15894 -0.07917 1.39338
H 4.62404 5.51068 0.01455
C -2.76722 -2.21494 -0.98202
C -1.45325 -2.00089 -0.99574
C -0.76060 -1.58261 -2.23328
O 0.43758 -1.37788 -2.25690
C -1.57445 -1.40820 -3.45363
C -2.89039 -1.61900 -3.44096
C -3.58727 -2.03937 -2.20327
O -4.78563 -2.23270 -2.18894
H -3.29202 -2.52236 -0.08677
H -0.83866 -2.12118 -0.11217
H -1.04575 -1.10031 -4.34407
H -3.50452 -1.49550 -4.32400
C 1.54828 3.86693 -5.00590
C 0.86660 2.85075 -5.53214
C 0.22340 1.83189 -4.67269
O -0.39143 0.89996 -5.15701
C 0.36442 1.98504 -3.20660
C 1.04642 3.00165 -2.67904
C 1.68987 4.02035 -3.53976
O 2.31127 4.94647 -3.06262
H 2.02696 4.62036 -5.61869
H 0.75441 2.72233 -6.60158
H -0.11095 1.22979 -2.59449
H 1.16253 3.12922 -1.60854
C -1.36632 1.88799 5.35538
C -1.62583 3.17825 5.56572
C -0.76194 4.23590 4.99163
O -0.99686 5.41174 5.18407
C 0.39727 3.80893 4.17643
C 0.65671 2.51980 3.96710
C -0.20649 1.46216 4.54043
O 0.02656 0.28375 4.34761
H -1.98035 1.10172 5.76374
H -2.46469 3.50981 6.15572
H 1.01539 4.59677 3.76443
H 1.49909 2.18946 3.37309
C -5.59959 -0.70699 6.41058
C -4.67547 0.24348 6.28199
C -4.28567 1.09414 7.42928
O -3.44350 1.96410 7.31424
C -4.95968 0.84823 8.72343
C -5.88386 -0.10226 8.85211
C -6.27374 -0.95310 7.70549
O -7.11350 -1.81985 7.82207
H -5.89856 -1.33840 5.58373
H -4.17276 0.43658 5.34276
H -4.66071 1.47989 9.55015
H -6.38775 -0.29596 9.79037
C -0.69881 -7.88197 0.13923
C -0.85925 -6.77248 0.85889
C -1.51582 -5.57587 0.28732
O -1.66029 -4.56351 0.94419
C -1.98845 -5.65885 -1.11352
C -1.82841 -6.76807 -1.83331
C -1.17174 -7.96501 -1.26115
O -1.02708 -8.97603 -1.91492
H -0.22067 -8.76674 0.53958
H -0.52075 -6.69388 1.88418
H -2.46617 -4.77555 -1.51390
H -2.16704 -6.84655 -2.85859
C 4.86415 1.24151 -5.33405
C 4.19010 2.11355 -6.08276
C 2.95214 1.71952 -6.79249
O 2.33728 2.51371 -7.47469
C 2.49108 0.32156 -6.63901
C 3.16506 -0.55055 -5.89064
C 4.40268 -0.15679 -5.18009
O 5.01121 -0.94905 -4.49206
H 5.77042 1.51097 -4.80662
H 4.51124 3.14014 -6.20583
H 1.58331 0.05260 -7.16437
H 2.84237 -1.57631 -5.76571
*
```

The largest force on an atom is 2.74 eV Å⁻¹. The orbital gap comes out at 0.288 Ha. For the energy above the lowest of the compared OMol25 structures with the same formula, charge and spin, the calculation gives 0.0 kJ/mol. The calculation puts the total energy at -109558.2121 eV. For the HOMO energy, the calculation gives -0.3582 Ha.

# 7
Formula: C27H20BBrCrF4N8O3
Source: the OMol25 dataset
Level of theory: ωB97M-V/def2-TZVPD

```
! wB97M-V def2-TZVPD RIJCOSX def2/J DEFGRID3
* xyz 0 5
Cr 1.18053 -1.83389 0.44507
C 1.53340 3.18340 2.14505
N 1.23633 1.76216 2.26838
C 1.92234 0.73445 1.76888
N 1.20840 -0.37394 1.89809
C 0.06798 0.05283 2.52027
N 0.05190 1.33720 2.75252
C 0.33637 3.92784 1.59215
C -0.13953 5.06752 2.21894
C -1.25666 5.72654 1.72208
C -1.92276 5.23496 0.61712
C -1.45020 4.08509 -0.01766
C -0.31203 3.44608 0.46055
C -2.18076 3.56709 -1.16606
N -3.26138 4.05809 -1.68311
N -3.61036 3.25247 -2.72799
C -2.72464 2.31084 -2.79632
O -1.78029 2.45231 -1.83132
C -2.68918 1.21946 -3.76066
C -3.70966 1.13258 -4.70802
C -3.69423 0.11119 -5.63766
C -2.67063 -0.82667 -5.62999
C -1.64864 -0.74610 -4.69577
C -0.52553 -1.76730 -4.70844
N -0.26242 -2.29573 -3.38540
C 0.62461 -1.84769 -2.49909
N 0.42010 -2.44896 -1.33963
C -0.63337 -3.28283 -1.58333
N -1.07400 -3.20474 -2.81244
C -1.66483 0.27771 -3.75561
H 2.38204 3.27396 1.46707
H 1.82273 3.58690 3.11508
H 2.90776 0.80307 1.34098
H -0.74687 -0.60152 2.77862
H 0.35912 5.43529 3.10757
H -1.61438 6.62134 2.21348
H -2.81278 5.71455 0.23430
H 0.04715 2.55384 -0.03953
H -4.49931 1.87074 -4.68855
H -4.48669 0.03822 -6.37011
H -2.66732 -1.62896 -6.35811
H 0.39736 -1.31486 -5.07137
H -0.78610 -2.60088 -5.35684
H 1.39910 -1.13520 -2.73018
H -1.06282 -3.91554 -0.82552
H -0.88412 0.35364 -3.00822
Br 4.34243 -2.63007 6.35104
C 2.88887 -3.00145 5.18138
C 1.59250 -2.81786 5.63265
C 0.54216 -3.04622 4.75694
C 0.79247 -3.41837 3.44266
C 2.09899 -3.64498 3.02520
C 3.15697 -3.44435 3.89771
C -0.36085 -3.49503 2.46432
O -1.39365 -4.05523 2.76972
O -0.15538 -2.91725 1.31131
H 1.40316 -2.50217 6.64924
H -0.48216 -2.91834 5.08364
H 2.28886 -4.00127 2.01901
H 4.17656 -3.60515 3.57694
F 4.80214 -1.17528 -0.95038
B 3.66930 -1.59784 -0.33529
F 3.22116 -2.85576 -0.75040
F 3.74249 -1.57555 1.06156
F 2.54824 -0.66441 -0.66651
*
```

The largest force on an atom is 0.76 eV Å⁻¹. The orbital gap (alpha / beta) comes out at 0.306 / 0.307 Ha. For the energy above the lowest of the compared OMol25 structures with the same formula, charge and spin, the calculation gives 31.3 kJ/mol. The calculation puts the total energy at -156406.2446 eV. For the HOMO energy (alpha / beta), the calculation gives -0.3233 / -0.3245 Ha.